# 1
Entry from the Open Molecules 2025 dataset: a structure of composition C29H31BCl3GeI2KN10O2 (ωB97M-V/def2-TZVPD).

Geometry as XYZ:
```
80
Properties=species:S:1:pos:R:3:forces:R:3
K 0.543720 0.113493 -0.209192 -0.245 0.241 0.034
I -4.706905 7.117582 2.113773 -0.007 0.009 0.009
C -3.189412 5.693070 2.203330 0.099 -0.050 -0.112
C -2.906330 5.065495 3.402386 -0.053 0.000 0.191
C -1.897020 4.111616 3.458032 -0.078 0.131 -0.258
I -1.474767 3.142195 5.242312 -0.010 -0.014 0.046
C -1.187659 3.798455 2.305367 0.130 -0.249 0.183
O -0.250640 2.786103 2.333114 0.281 0.153 -0.030
C -1.470404 4.420468 1.090813 -0.072 0.041 0.087
C -0.716024 3.993920 -0.142345 0.107 -0.019 -0.121
N -1.028963 2.637191 -0.592542 0.016 0.099 0.149
C -2.236465 2.558116 -1.397211 -0.063 0.039 0.079
C -2.349255 1.271582 -2.182128 -0.226 -0.083 -0.088
C -3.606422 0.794071 -2.540498 0.063 -0.010 0.011
C -3.689974 -0.325267 -3.354568 0.021 0.014 0.011
C -2.519627 -0.939615 -3.764456 0.045 0.013 -0.009
C -1.312971 -0.410274 -3.329517 0.027 -0.131 -0.084
N -1.226583 0.672304 -2.566793 0.101 0.152 0.221
C -2.476140 5.373986 1.054801 -0.042 0.048 -0.027
H -3.466815 5.308860 4.294060 0.010 -0.003 0.005
H 0.363638 4.068146 0.022521 -0.048 -0.001 0.071
H -0.937629 4.687506 -0.955039 0.007 -0.030 -0.007
H -1.119746 2.038015 0.224148 -0.070 0.081 -0.043
H -2.203727 3.378808 -2.121083 0.020 -0.012 0.001
H -3.159776 2.697125 -0.813440 0.026 0.021 -0.027
H -4.498487 1.298475 -2.192078 -0.023 0.010 0.007
H -4.654572 -0.711402 -3.657697 -0.013 -0.008 0.000
H -2.523663 -1.821697 -4.388939 -0.033 -0.012 -0.003
H -0.367569 -0.874462 -3.587070 0.021 -0.031 -0.002
H -2.703603 5.868018 0.119211 -0.007 0.005 -0.018
C -0.625720 -3.896746 -2.476272 0.095 -0.057 -0.053
C -1.057061 -3.051178 -1.448187 -0.051 0.067 0.059
N -0.039528 -2.427295 -0.878208 0.065 -0.061 0.114
N 1.073084 -2.860233 -1.519814 -0.057 -0.079 0.034
C 0.743521 -3.739992 -2.483854 0.069 -0.042 -0.099
B 2.462350 -2.384657 -1.043664 0.140 -0.115 0.002
N 2.426073 -2.330995 0.508795 -0.084 0.103 -0.044
C 2.218292 -3.382837 1.323053 0.032 -0.115 0.021
C 2.285458 -2.942033 2.625841 -0.086 -0.095 -0.047
C 2.514847 -1.565230 2.500406 0.059 0.098 0.000
N 2.597093 -1.202300 1.228459 0.039 0.138 -0.118
N 2.832478 -1.014658 -1.647972 -0.001 0.040 -0.003
C 4.050829 -0.440337 -1.604008 0.067 -0.017 0.042
C 3.986940 0.758047 -2.276403 0.060 -0.031 0.058
C 2.654095 0.827598 -2.710287 -0.079 0.102 -0.089
N 1.967979 -0.238474 -2.337124 -0.002 -0.241 -0.215
N 3.578992 -3.364619 -1.438874 0.125 -0.015 -0.089
C 4.611946 -3.825960 -0.695758 -0.078 -0.156 0.134
C 5.468756 -4.503854 -1.528883 0.093 0.134 0.022
C 4.890718 -4.357691 -2.800671 -0.092 -0.058 0.018
N 3.764319 -3.670010 -2.740010 -0.102 -0.008 -0.132
H -1.209769 -4.537421 -3.112199 -0.040 -0.019 -0.015
H -2.060256 -2.856787 -1.100806 -0.032 -0.003 -0.006
H 1.513556 -4.178211 -3.093422 0.001 -0.024 -0.044
H 2.053142 -4.365660 0.913104 -0.008 -0.036 0.018
H 2.185650 -3.527067 3.522751 -0.022 -0.009 0.026
H 2.630104 -0.819919 3.271080 0.000 0.010 0.044
H 4.867539 -0.936571 -1.106872 0.054 0.033 0.001
H 4.780584 1.463956 -2.443594 0.036 0.013 0.006
H 2.155219 1.600606 -3.274110 0.022 0.021 -0.025
H 4.660394 -3.648670 0.364619 0.001 -0.021 0.034
H 6.376657 -5.012971 -1.258400 0.034 0.012 -0.002
H 5.237765 -4.726934 -3.751838 0.026 -0.022 -0.025
Cl 1.837580 5.153481 2.802330 -0.079 0.030 -0.080
Ge 1.487514 3.083818 2.546646 0.152 -0.257 0.093
Cl 2.527263 2.305583 0.859656 -0.100 0.237 0.203
Cl 2.206539 2.049099 4.256300 -0.127 0.029 -0.147
C -2.527039 -1.752235 2.707249 0.036 -0.010 -0.044
C -3.266046 -0.437691 2.945887 0.006 0.038 0.009
C -2.641946 0.481176 1.897613 -0.110 -0.024 -0.053
O -1.347166 -0.056818 1.598317 -0.186 0.092 0.058
C -1.134852 -1.253089 2.364287 0.114 -0.079 0.057
H -2.951873 -2.287817 1.855871 -0.007 0.003 -0.011
H -2.538264 -2.414860 3.570770 0.027 -0.003 0.011
H -3.052495 -0.059780 3.947701 0.008 -0.014 0.004
H -4.346439 -0.519182 2.838416 -0.002 0.012 -0.023
H -2.534472 1.505360 2.258730 0.011 0.028 0.002
H -3.225943 0.494774 0.970024 0.007 -0.004 0.027
H -0.568605 -1.005446 3.269854 -0.013 -0.010 -0.015
H -0.546010 -1.939157 1.754198 -0.010 -0.018 0.010
```
Forces are in eV/Å.

Relative energy (zero: lowest compared OMol25 entry of this formula, charge and spin)   25.5 kJ/mol
Multiplicity   1
Total charge   0
Calculated total energy   -176865.635 eV
LUMO level   -0.40 eV
Frontier orbital gap   8.17 eV
HOMO   -0.3150 hartree


# 2
Entry from the Open Molecules 2025 dataset: the molecule C6H6O (ωB97M-V/def2-TZVPD).

Geometry as XYZ:
```
13
Properties=species:S:1:pos:R:3:forces:R:3
C 1.948659 1.094187 -0.403600 -0.228 0.258 -0.631
C 0.778327 0.982063 -0.669510 0.636 -0.104 0.360
C -0.540834 0.507076 -0.248710 0.084 0.007 -0.021
C -1.116534 -0.479885 -1.182251 -0.100 -0.366 -0.277
C -1.578107 -1.274512 -1.961433 0.234 0.318 0.387
C -0.294950 -0.073200 1.228613 -0.332 -0.093 0.173
O 1.019135 -0.043565 1.727036 -0.105 -0.327 0.182
H 2.973424 1.179529 -0.132692 0.066 0.189 -0.265
H -1.252368 1.343706 -0.186629 0.223 -0.175 0.070
H -1.966235 -1.983084 -2.662324 0.059 0.175 0.184
H -0.690125 -1.092274 1.260477 -0.105 0.131 -0.036
H -0.843063 0.564005 1.921964 -0.158 -0.140 -0.093
H 1.562670 -0.724047 1.309059 -0.274 0.128 -0.032
```
Forces are in eV/Å.

Relative energy (zero: lowest compared OMol25 entry of this formula, charge and spin)   450.2 kJ/mol
Multiplicity   1
Total charge   0
Calculated total energy   -8361.840 eV
SMILES   C#CC(C#C)CO
LUMO level   0.87 eV
Frontier orbital gap   10.81 eV
HOMO   -0.3652 hartree


# 3
Entry from the Open Molecules 2025 dataset: a cluster of 2 separate species, C2H4O2S in total in a non-equilibrium geometry (ωB97M-V/def2-TZVPD).

Geometry as XYZ:
```
9
Properties=species:S:1:pos:R:3:forces:R:3
C 1.928825 0.427081 -0.431896 1.426 -1.650 -1.068
C 1.083962 0.990199 0.340909 -2.975 4.465 -0.300
O -2.121518 -1.395473 0.565111 1.963 -1.424 0.578
O -1.444858 -0.509533 -0.316409 0.868 -0.580 -0.548
S 2.913947 -0.375901 -1.316061 1.103 -0.826 -0.880
H -0.897202 -1.205188 -0.723491 0.046 0.779 -0.284
H 0.453629 1.847476 -0.083912 0.114 -1.080 -0.099
H 1.011224 1.190065 1.358792 0.336 -0.910 2.337
H -2.928009 -0.968725 0.606958 -2.881 1.226 0.264
```
Forces are in eV/Å.

Relative energy (zero: lowest compared OMol25 entry of this formula, charge and spin)   472.1 kJ/mol
Multiplicity   3
Total charge   0
Calculated total energy   -17061.673 eV
LUMO level (spin up / spin down)   0.85 / -2.36 eV
Frontier orbital gap (spin up / spin down)   7.11 / 7.97 eV
HOMO (spin up / spin down)   -0.2302 / -0.3795 hartree


# 4
Entry from the Open Molecules 2025 dataset: the molecule C23H17NO4 in a non-equilibrium geometry (ωB97M-V/def2-TZVPD).

Geometry as XYZ:
```
45
Properties=species:S:1:pos:R:3:forces:R:3
C -0.143915 1.282982 0.109928 -0.974 -1.787 -0.699
C -1.619534 0.764378 0.088081 -1.668 -1.025 -0.352
O -1.749104 -0.451224 -0.088657 0.307 1.417 0.469
C -2.707099 1.754996 0.299000 0.929 -0.244 -0.659
C -2.398930 3.108955 -0.188879 -2.003 -0.252 -0.219
C -3.383889 4.214471 0.128068 0.532 -0.409 -0.239
C -4.531592 3.961184 0.831071 1.128 -0.029 -0.489
C -4.809397 2.624243 1.207587 -0.178 -1.021 0.170
C -3.940042 1.550311 0.925771 -1.186 0.444 0.811
N -0.139780 2.620774 0.714786 1.622 3.934 0.544
O 0.888827 3.024831 1.258073 -2.616 -0.608 -1.186
O -1.120168 3.523153 0.595456 3.576 -0.961 0.982
H 0.305697 1.310952 -0.951369 -0.773 0.519 1.508
H -2.019961 3.095947 -1.225629 0.233 0.480 0.354
H -3.086444 5.231088 -0.142623 -0.164 -0.395 -0.132
H -5.214433 4.798015 1.089735 0.521 -0.783 -0.195
H -5.739720 2.487101 1.751259 0.194 -0.464 -0.088
H -4.216674 0.536349 1.278243 0.288 0.733 -0.292
C 3.850263 -2.125561 -4.307006 0.032 -0.471 0.080
C 4.098169 -0.894156 -3.712487 -0.278 0.121 0.693
C 3.515210 -0.588368 -2.475384 -0.531 -0.589 0.017
C 2.675198 -1.520446 -1.813339 0.883 -0.197 -1.230
C 1.984815 -1.186348 -0.570782 -0.259 1.051 1.330
O 1.180076 -2.216878 -0.170342 -0.342 0.399 0.248
C 0.619421 -2.158096 1.096582 -0.025 0.832 -0.741
C 0.475183 -0.911010 1.735773 -0.176 -0.195 0.066
C 0.049355 -0.982620 3.079997 0.130 0.519 -0.897
C -0.484383 -2.165748 3.573023 -0.140 -0.055 0.718
C -0.481248 -3.354467 2.850360 0.250 0.308 -0.963
C 0.161784 -3.367721 1.607720 -0.566 0.526 0.496
C 0.875964 0.391400 0.987095 0.131 -1.374 -0.257
C 2.036923 -0.001478 0.120931 0.370 -1.033 -1.165
C 2.431024 -2.762186 -2.441037 -0.104 0.293 0.091
C 3.015314 -3.051389 -3.673133 -0.029 0.141 0.163
H 4.334660 -2.393449 -5.248144 -0.236 0.167 0.220
H 4.733254 -0.159955 -4.200631 -0.087 -0.132 0.069
H 3.643761 0.390622 -2.021497 0.167 -0.137 -0.199
H 0.149996 -0.085167 3.702452 -0.464 -0.350 -0.210
H -0.948636 -2.163632 4.555471 0.183 0.057 -0.047
H -1.021722 -4.235959 3.188112 0.326 0.167 0.147
H 0.194314 -4.247844 0.981198 0.138 -0.024 0.038
H 1.135416 1.161650 1.657663 0.899 -0.063 1.335
H 2.877313 0.682734 -0.071755 -0.741 -0.178 -0.048
H 1.730703 -3.475304 -1.983524 0.545 0.396 -0.228
H 2.794031 -4.017134 -4.127214 0.156 0.275 -0.010
```
Forces are in eV/Å.

Relative energy (zero: lowest compared OMol25 entry of this formula, charge and spin)   771.1 kJ/mol
Multiplicity   1
Total charge   0
Calculated total energy   -33799.289 eV
LUMO level   -2.29 eV
Frontier orbital gap   4.48 eV
HOMO   -0.2485 hartree


# 5
Entry from the Open Molecules 2025 dataset: a cluster of 2 separate species, C4H6O2S in total in a non-equilibrium geometry (ωB97M-V/def2-TZVPD).

Geometry as XYZ:
```
13
Properties=species:S:1:pos:R:3:forces:R:3
C 1.641112 0.520535 -0.573374 2.734 -0.690 -1.514
C 0.550586 0.580855 -1.282075 -1.921 0.364 2.864
C -3.061902 -1.384993 -0.081235 2.811 -1.171 -1.948
C 1.495874 0.141359 0.883462 1.384 3.189 -1.726
O -1.269180 1.876338 0.386907 -0.374 1.736 -0.441
O 0.130320 0.123219 1.205513 1.470 -0.962 0.417
S -0.854669 0.560549 0.002680 -0.304 -1.258 -0.785
H 2.717268 0.551113 -1.046251 -2.123 0.016 1.132
H 0.221198 0.727865 -2.259773 0.095 0.301 -1.462
H -2.069369 -2.099721 -0.158457 -2.342 1.516 0.323
H -3.687311 -1.770785 0.682882 -0.565 -0.476 1.409
H 2.033924 -0.755231 0.897002 0.195 -1.925 0.953
H 2.152144 0.928892 1.342723 -1.061 -0.641 0.777
```
Forces are in eV/Å.

Relative energy (zero: lowest compared OMol25 entry of this formula, charge and spin)   715.9 kJ/mol
Multiplicity   1
Total charge   0
Calculated total energy   -19167.887 eV
LUMO level (spin up / spin down)   -0.63 / -0.67 eV
Frontier orbital gap (spin up / spin down)   8.41 / 8.01 eV
HOMO (spin up / spin down)   -0.3323 / -0.3192 hartree


# 6
Entry from the Open Molecules 2025 dataset: the molecule C16H17N3O2S in a non-equilibrium geometry (ωB97M-V/def2-TZVPD).

Geometry as XYZ:
```
39
Properties=species:S:1:pos:R:3:forces:R:3
C 7.363344 -0.362232 0.089081 0.008 -0.039 -0.018
C 5.889222 -0.366463 -0.176540 -0.039 -0.020 0.005
C 5.191697 0.815020 -0.391171 0.038 -0.018 0.031
C 3.832268 0.805647 -0.645442 -0.003 -0.045 -0.004
C 3.144230 -0.397360 -0.665501 -0.439 0.017 -0.077
S 1.396245 -0.480780 -1.003157 0.075 0.183 0.019
C 0.766443 0.753244 0.219944 0.309 -0.465 -0.161
C 1.026719 0.280372 1.638903 -0.028 0.047 0.001
C -0.703966 0.910438 -0.109520 0.298 0.941 -0.426
O -1.140398 1.853874 -0.732626 0.036 -0.278 0.014
O -1.390979 -0.112972 0.359884 -0.083 0.087 0.729
N -2.740946 -0.386961 0.106093 -0.268 -1.250 -0.728
C -3.669831 0.490778 0.093270 0.432 0.754 0.285
N -3.605554 1.822566 0.327370 -0.039 0.413 0.072
C -5.014192 -0.096711 -0.128209 -0.433 -0.235 -0.077
C -5.995084 0.584680 -0.843214 0.141 -0.118 0.127
C -7.231199 -0.021353 -1.010262 0.069 0.267 -0.088
N -7.531834 -1.211632 -0.524693 -0.481 -0.182 -0.111
C -6.595665 -1.863568 0.144595 0.287 -0.089 0.153
C -5.325789 -1.358768 0.370614 -0.016 0.219 -0.087
C 3.828885 -1.587929 -0.460389 -0.052 0.058 -0.003
C 5.188991 -1.567735 -0.223626 0.074 0.088 -0.036
H 7.742919 0.652887 0.171386 0.075 0.039 0.018
H 7.585347 -0.895207 1.012468 0.082 -0.002 0.051
H 7.892656 -0.865489 -0.719473 0.102 -0.003 -0.015
H 5.718136 1.758561 -0.370163 0.078 0.080 0.010
H 3.315988 1.735113 -0.832968 -0.058 0.077 -0.038
H 1.253872 1.707192 0.009036 -0.239 -0.085 0.025
H 2.097545 0.171832 1.801830 0.024 0.015 0.020
H 0.635319 1.003463 2.352692 -0.009 0.059 0.124
H 0.544192 -0.678960 1.806514 0.017 -0.025 0.040
H -4.447478 2.359134 0.196448 0.039 -0.120 0.077
H -2.734750 2.296517 0.109468 -0.150 -0.164 -0.055
H -5.804566 1.550236 -1.288900 0.008 0.065 -0.031
H -8.020506 0.472549 -1.561856 0.005 0.113 -0.063
H -6.883097 -2.837685 0.517465 0.080 -0.082 0.080
H -4.582154 -1.914601 0.916042 0.052 -0.086 0.062
H 3.287210 -2.520579 -0.490231 -0.054 -0.109 0.053
H 5.716762 -2.497124 -0.065144 0.061 -0.108 0.023
```
Forces are in eV/Å.

Relative energy (zero: lowest compared OMol25 entry of this formula, charge and spin)   267.3 kJ/mol
Multiplicity   1
Total charge   0
Calculated total energy   -36267.309 eV
SMILES   Cc1ccc(S[C@H](C)C(=O)O/N=C(\N)c2ccncc2)cc1
LUMO level   0.49 eV
Frontier orbital gap   8.91 eV
HOMO   -0.3094 hartree